Entry 1:
Molecular formula: C36H70N3O19PS7
Method: DFT, ωB97M-V/def2-TZVPD

```
136
Properties=species:S:1:pos:R:3:mulliken_charge:R:1
O -4.518 1.256 -5.753 -0.659
O 4.128 6.574 -3.656 -0.704
S 9.900 5.891 -5.132 1.190
O -6.509 -4.776 0.582 -0.434
H -6.109 -2.267 -5.373 0.290
C -3.984 -1.219 3.581 -0.997
H 7.938 7.857 -4.930 0.317
C -0.942 -0.109 0.509 0.469
H 3.116 3.435 -5.049 0.249
C 9.056 -1.586 5.058 -0.998
O 9.734 6.614 -6.367 -0.638
H -1.965 -8.285 5.007 0.280
H -2.998 4.588 2.392 0.340
H 1.768 5.690 -6.612 0.272
C -5.318 -1.763 -3.448 -0.818
O -7.449 -6.838 1.605 -0.290
O -2.986 -6.120 3.818 -0.565
H 3.427 5.714 -6.024 0.291
H -5.591 1.608 0.089 0.236
C -0.190 2.538 0.317 -0.139
H 6.966 5.641 -4.314 0.299
C -2.844 1.750 0.559 0.803
C -5.205 -7.683 1.176 -0.880
H 8.629 -0.584 5.137 0.293
H -4.047 3.367 -2.024 0.079
H -4.937 -6.935 0.426 0.237
S -1.916 -5.306 4.335 1.169
H 1.123 1.549 5.115 0.302
C 2.385 1.792 0.994 1.077
C 8.540 -2.302 3.824 -0.316
O -5.574 1.469 -3.478 -0.509
O -8.257 -6.114 -0.638 -0.662
O -1.949 -4.769 5.672 -0.692
H 8.742 -1.724 2.917 0.313
N -1.414 -2.572 0.735 -0.581
H -6.261 -1.782 -2.896 0.261
C -2.002 -1.272 0.694 0.055
H 10.144 -1.489 5.020 0.389
C 2.397 3.822 -5.775 -0.946
O 1.921 5.899 -4.595 -0.322
H 0.921 6.637 -2.208 0.346
H 4.750 -3.079 2.665 0.321
H 9.060 -3.258 3.720 0.276
S 0.307 -2.465 0.533 0.108
S 6.081 -1.412 3.672 1.195
H 4.539 -3.021 4.447 0.341
C 3.374 1.362 2.152 -0.686
H 3.640 0.927 4.459 0.395
C 2.422 5.339 -5.809 -0.296
C -4.866 -2.210 2.674 -0.367
O 9.344 4.578 -4.940 -0.593
N -5.369 0.944 0.861 -0.604
S 2.890 5.928 -3.300 1.116
C 1.421 1.645 4.021 -0.699
H -8.570 -4.565 2.505 0.316
H 2.404 7.148 -1.354 0.374
C -0.900 -8.398 4.794 -0.985
C 0.426 2.070 2.913 -0.301
H -7.026 -8.280 0.161 0.325
H -4.213 -1.484 4.686 0.358
C -1.609 -3.987 3.197 -0.587
H -6.700 3.193 -5.483 0.369
H -4.293 -0.125 3.452 0.289
H 1.890 8.014 -2.831 0.348
H -9.206 -3.868 0.989 0.374
H 1.411 3.457 -5.480 0.257
C -6.972 2.141 -5.579 -0.990
C -4.544 -2.123 1.076 -0.884
O -6.362 -0.273 -5.068 -0.262
C 8.136 7.423 -3.945 -0.461
H 3.777 -1.779 3.414 0.335
H 7.309 5.936 -2.614 0.291
O 2.861 4.635 -2.671 -0.465
H -4.615 -1.341 -5.455 0.334
H -5.486 -1.951 0.453 0.246
H 12.113 5.170 -5.441 0.366
O 7.149 -2.599 3.934 -0.257
H 11.738 5.454 -3.718 0.311
H 0.921 -7.279 4.930 0.266
H -2.500 -3.363 3.156 -0.284
H -7.890 1.941 -5.027 0.312
H -0.543 3.580 0.618 0.153
H -4.639 -8.592 0.964 0.407
H -1.406 -4.409 2.214 0.397
H 2.651 3.411 -6.754 0.395
C 4.642 -2.433 3.536 -0.894
H -3.984 -3.091 0.802 0.303
O -2.641 4.605 1.471 -0.503
H 0.251 2.544 -0.737 0.131
H 12.037 6.843 -4.816 0.311
C -3.523 -0.895 0.839 0.827
C 1.924 7.048 -2.328 -1.027
H 6.093 6.919 -3.462 0.381
O 9.438 6.837 -3.904 -0.255
H -6.915 -8.785 1.843 0.289
H -0.304 -6.758 6.081 0.341
O -0.516 -6.091 4.119 -0.256
H -5.932 0.101 0.618 0.304
H -7.085 1.878 -6.630 0.342
H -3.573 5.085 -1.580 0.377
C -3.306 3.987 -1.383 -0.541
C -5.559 -1.443 -4.912 -0.517
C -1.342 1.411 0.462 -0.524
C 2.909 1.267 3.651 -0.426
C 0.936 2.129 1.419 -0.152
H 4.448 1.095 1.873 0.364
H -2.261 3.728 -1.781 0.154
C -0.151 -7.104 5.054 -0.385
H -0.809 -8.694 3.746 0.258
C -3.933 0.587 0.749 -0.005
O 5.968 -0.620 4.869 -0.616
H -4.701 -3.284 3.061 0.230
P -3.528 3.507 0.467 -0.041
H 2.189 2.135 -1.294 0.237
H 8.137 8.245 -3.225 0.295
H -0.512 -9.201 5.426 0.396
O 6.348 -0.818 2.387 -0.650
N 0.335 -0.755 0.407 -0.436
C 11.623 5.838 -4.732 -0.922
S -5.663 1.174 -4.884 1.179
H -0.759 -3.404 3.553 0.468
H -2.846 -1.367 3.471 0.212
H -9.823 -5.443 1.565 0.347
C -8.951 -4.791 1.509 -0.988
C 7.061 6.425 -3.560 -0.789
H 3.357 0.808 -0.758 0.321
H -4.898 -7.291 2.148 0.232
C -6.696 -7.965 1.155 -0.387
H 8.778 -2.128 5.965 0.258
H -0.640 2.326 3.222 0.292
S -7.683 -5.607 0.582 1.100
H 3.817 2.612 -0.518 0.347
C 2.950 1.845 -0.497 -1.270
H -4.823 -2.731 -3.342 0.446
H -5.975 -1.901 2.790 0.367
H -4.684 -1.006 -2.980 0.215
```

For the HOMO-LUMO gap, the calculation gives 6.728 eV. As for the HOMO energy: -0.2839 Ha. For the LUMO energy, the calculation gives -1.00 eV. For the calculated total energy, the calculation gives -166963.6664 eV. As for the charge: 0.

---

Entry 2:
Molecular formula: C36H71ClN4O3
Method: DFT, ωB97M-V/def2-TZVPD

```
115
Properties=species:S:1:pos:R:3:mulliken_charge:R:1
H 3.638 -0.491 -4.947 0.446
H 4.399 6.993 4.741 0.278
H 0.206 2.421 -0.864 0.328
H -2.036 1.601 3.673 0.424
O 1.332 4.246 4.502 -0.581
C -6.944 -3.974 -2.644 -1.511
H 1.083 6.561 3.013 0.442
H -7.854 -0.047 -2.747 0.404
C 3.493 4.111 5.343 1.768
H 2.389 3.940 7.179 0.383
C -0.136 1.472 -1.262 -1.988
H 4.204 6.391 6.957 0.304
C -6.365 -1.435 -2.159 -0.566
C 3.311 4.418 6.833 -1.334
H -8.707 -2.460 -1.072 0.244
C -3.104 -3.033 0.038 -0.787
H -4.424 -3.521 1.712 0.442
H 0.731 -3.873 -2.502 0.339
H 1.685 -0.582 0.828 0.422
H 2.205 0.539 -0.420 0.442
H 1.172 6.203 6.630 0.368
C -8.815 -1.441 -1.451 -1.143
H -7.717 -3.645 -3.333 0.370
C 3.238 5.912 7.137 -0.463
N 2.454 4.865 4.559 0.554
C 3.291 2.621 5.087 -1.807
C 0.430 1.312 2.461 -1.236
H 2.330 2.271 5.454 0.402
H -5.681 -0.747 -2.656 0.356
C -0.006 -0.978 -1.156 -2.226
H 4.696 -2.462 -6.927 0.448
H 3.447 -3.681 -6.937 0.280
C 2.146 6.583 6.307 -1.226
H -5.266 -2.859 -3.379 0.415
C 0.083 0.287 -0.311 2.183
H 3.221 8.204 4.298 0.451
Cl -3.815 -5.606 0.759 -0.155
H 1.473 2.468 0.956 0.181
H 0.715 -0.921 -1.971 0.511
H 2.035 -4.893 -6.473 0.338
C -7.810 -1.120 -2.554 -0.643
C 3.763 -2.655 -5.006 1.591
C -4.166 -3.881 0.722 0.256
H 3.605 6.902 3.169 0.376
H 2.140 7.661 6.481 0.403
H -2.975 0.685 2.485 0.429
H 4.719 -5.870 -4.052 0.387
H -6.496 -4.874 -3.065 0.395
C 1.532 1.479 1.419 -0.338
H -3.111 -4.240 -1.787 0.240
H 4.135 3.954 7.381 0.358
N -5.302 -3.616 -0.197 0.001
H 0.615 0.394 3.029 0.394
H 4.480 -1.190 -3.562 0.358
C 2.686 -5.194 -3.880 -1.272
H -3.323 -1.993 0.291 0.119
H -1.190 1.569 -1.530 0.394
H 4.881 -3.535 -3.396 0.359
H 4.080 2.070 5.601 0.501
H 3.000 -1.975 -6.920 0.372
C -1.981 0.816 2.918 -1.938
H -1.005 -1.085 -1.589 0.144
H 0.430 1.292 -2.176 0.525
H -2.080 -3.228 0.339 0.423
C 3.709 -2.709 -6.536 -1.581
H 2.503 1.437 1.914 0.321
C 0.477 -4.058 -3.542 -2.271
C 1.457 0.381 0.361 -1.426
N 2.396 -2.794 -4.395 0.430
H -8.082 -1.601 -3.495 0.354
H -1.690 -0.110 3.406 0.400
C -0.975 1.241 1.854 1.870
H 0.494 -5.293 -5.760 0.485
C -3.435 -3.253 -1.439 -0.758
N -0.979 0.218 0.754 0.662
H 0.790 -3.649 -6.332 0.368
H 2.226 -6.177 -4.008 0.370
H -3.056 -2.482 -2.106 0.321
H 5.594 3.672 5.227 0.483
C -5.867 -2.895 -2.470 0.313
C 1.033 6.806 4.075 -1.939
H -0.053 -5.011 -3.610 0.503
H 0.220 -1.872 -0.580 0.462
H 4.976 4.502 3.798 0.349
C 1.720 -4.136 -4.425 2.112
H 2.808 -5.035 -2.804 0.378
C 2.290 6.339 4.801 1.588
H -2.388 2.552 0.850 0.386
H -0.718 3.094 0.679 0.295
H -8.658 -0.766 -0.607 0.336
H -1.529 3.281 2.212 0.471
H 0.134 6.356 4.488 0.356
H 0.956 7.889 4.177 0.431
H -9.842 -1.303 -1.789 0.357
O -1.160 -0.978 1.189 -0.641
H -0.188 -3.261 -3.882 0.507
H -6.265 -1.243 -1.086 0.402
C 4.316 -1.284 -4.632 -1.949
C 1.246 -4.507 -5.836 -1.904
H 0.457 2.139 3.175 0.302
H 3.993 -5.470 -5.589 0.330
C 4.670 -3.757 -4.447 -1.228
H 5.623 -3.717 -4.978 0.414
C 4.060 -5.153 -4.545 -0.516
H 3.024 6.054 8.198 0.393
H -7.421 -4.266 -1.708 0.348
H 3.354 2.399 4.020 0.300
C 3.459 7.143 4.222 -1.620
C 4.917 4.455 4.886 -1.808
H -6.277 -3.686 0.073 0.283
C -1.422 2.619 1.353 -1.792
C -4.929 -3.267 -1.384 0.188
O 2.306 -2.224 -3.249 -0.529
H 5.292 5.389 5.293 0.327
H 5.271 -1.146 -5.142 0.433
```

As for the multiplicity: 4. As for the expectation value of S²: 3.763. For the HOMO-LUMO gap (spin up / spin down), the calculation gives 5.947 / 7.138 eV. Its energy above the lowest of the compared OMol25 structures with the same formula, charge and spin is 0.0 kJ/mol. As for the HOMO energy (spin up / spin down): -0.3481 / -0.3919 Ha. For the LUMO energy (spin up / spin down), the calculation gives -3.53 / -3.53 eV. For the calculated total energy, the calculation gives -63099.3797 eV. As for the charge: +1.

---

Entry 3:
Molecular formula: C36H72Br2NiO18S8
Method: DFT, ωB97M-V/def2-TZVPD

```
137
Properties=species:S:1:pos:R:3:mulliken_charge:R:1
H -8.993 -18.776 31.319 0.371
H -8.210 -8.644 32.444 0.046
C -11.852 -16.887 31.262 -0.489
H -6.333 -10.483 35.564 -0.419
O -17.190 -7.305 32.774 -0.644
H -8.887 -6.611 33.946 0.032
H -11.883 -10.184 28.776 0.397
C -10.898 -10.147 29.242 -0.942
Br -6.382 -6.214 32.694 -0.169
H -10.237 -10.396 41.765 0.471
C -11.231 -9.911 30.730 0.667
S -16.506 -8.620 32.747 1.045
O -9.140 -15.348 32.359 -0.513
C -11.543 -16.506 32.661 -0.456
H -5.221 -8.078 37.485 0.348
C -10.622 -12.085 34.832 0.115
H -13.267 -16.263 36.290 0.414
H -12.183 -10.488 38.653 0.465
C -5.037 -12.124 33.163 0.164
H -3.654 -9.397 38.782 0.486
C -10.356 -11.556 38.502 1.515
S -4.574 -11.003 37.141 1.204
O -10.750 -13.268 34.111 -0.959
H -6.912 -11.615 36.702 0.489
H -12.766 -8.734 32.853 0.112
H -11.978 -9.126 30.846 0.258
H -13.734 -9.563 35.125 0.133
H -10.869 -12.443 38.130 -1.163
H -9.799 -12.608 40.354 0.433
C -11.735 -11.267 31.205 -0.561
C -10.071 -11.441 29.057 -0.706
O -9.254 -17.322 33.908 -0.716
H -8.985 -11.417 29.150 0.255
O -9.585 -12.937 31.359 0.153
H -3.032 -11.928 32.379 0.400
C -6.883 -9.579 37.495 1.143
C -6.319 -10.703 36.631 0.036
H -13.893 -16.491 38.592 0.373
H -7.521 -8.947 36.878 -0.419
H -4.822 -15.373 31.550 0.341
H -10.300 -9.661 31.241 -0.573
H -10.389 -12.459 35.829 -0.061
O -17.228 -9.738 32.137 -0.635
C -8.938 -6.717 35.030 0.148
H -12.865 -17.281 31.177 0.483
H -10.834 -14.679 37.007 -0.155
H -8.694 -17.225 30.601 0.347
H -11.455 -11.397 34.974 0.147
C -10.446 -11.797 40.018 -0.884
O -11.021 -6.841 36.849 -0.642
C -7.243 -9.041 32.136 0.804
H -11.398 -18.848 30.970 0.347
Ni -8.838 -13.509 33.256 1.354
C -15.740 -9.163 34.395 -0.836
C -8.344 -5.412 35.480 -0.806
C -6.084 -8.175 32.776 -0.383
H -8.509 -7.679 35.309 -0.162
H -5.043 -10.489 39.310 0.339
H -12.814 -13.695 37.801 -0.164
H -16.411 -8.877 35.204 0.524
C -5.676 -8.822 38.139 -0.892
O -3.741 -10.526 36.046 -0.628
H -14.600 -7.349 32.119 0.405
C -14.751 -8.427 32.061 -1.016
S -10.660 -12.579 30.346 0.868
S -11.543 -16.500 38.493 1.184
O -7.034 -13.770 32.318 -0.383
C -12.777 -15.314 36.509 -0.590
O -8.135 -11.740 34.039 -0.840
H -7.328 -5.347 35.090 0.425
H -10.931 -18.007 29.514 0.370
O -10.625 -15.973 39.475 -0.667
C -13.778 -9.118 32.986 0.437
H -7.536 -10.021 38.247 -0.583
H -10.963 -4.127 36.310 0.452
H -11.776 -15.988 30.652 0.004
S -10.765 -6.503 35.457 1.215
H -7.309 -10.109 32.345 -0.766
H -2.445 -14.338 32.296 0.364
C -10.921 -17.939 30.602 -0.661
H -11.862 -11.510 32.260 -0.074
H -10.257 -11.814 28.050 0.421
C -9.265 -4.222 35.059 -0.625
C -3.425 -14.088 32.703 -0.540
H -5.988 -8.524 33.804 0.111
H -5.311 -11.070 33.192 -0.118
O -11.549 -8.533 40.397 -0.694
C -4.642 -9.803 38.564 -0.823
H -6.065 -8.203 38.948 0.463
H -12.022 -15.652 33.140 0.220
C -3.593 -12.565 33.063 -0.888
H -11.243 -9.849 37.347 0.420
O -4.407 -12.378 37.648 -0.724
C -4.424 -14.358 31.554 -0.870
S -10.485 -9.191 39.733 1.108
H -13.160 -15.391 39.837 0.433
O -11.529 -13.622 29.804 -0.818
C -9.860 -10.547 40.754 -0.785
H -9.196 -4.050 33.985 0.258
S -5.813 -13.123 31.769 0.884
C -13.147 -15.724 38.799 -0.847
H -3.034 -12.312 33.964 0.439
H -3.743 -14.622 33.598 0.310
H -14.407 -14.352 37.789 0.415
C -11.162 -10.252 38.356 -0.763
H -14.748 -8.613 30.987 0.474
O -11.721 -17.961 38.372 -0.688
H -9.699 -10.624 33.479 -0.741
C -10.651 -4.608 35.383 -0.810
H -11.479 -12.015 40.291 0.318
C -14.223 -8.908 34.403 -0.544
H -13.919 -7.918 34.743 0.211
H -5.146 -8.322 32.241 0.525
H -10.282 -9.316 28.901 0.397
H -15.835 -10.249 34.377 0.373
S -9.667 -16.695 32.673 0.893
H -9.346 -10.211 34.936 0.042
H -11.810 -17.333 33.320 0.443
C -9.377 -11.148 34.379 0.964
H -11.324 -4.293 34.586 0.291
H -3.983 -14.045 30.608 0.397
H -12.686 -11.270 30.672 0.644
C -9.441 -17.796 31.153 -0.706
O -11.622 -6.962 34.340 -0.665
H -10.659 -16.200 36.213 0.442
H -5.382 -12.502 34.126 -0.001
H -8.156 -5.337 36.551 0.406
O -9.303 -8.521 39.185 -0.535
H -8.776 -10.446 40.819 0.319
H -9.337 -11.427 38.138 -0.211
H -12.844 -14.690 35.618 0.040
H -13.687 -10.191 32.822 -0.074
C -11.333 -15.637 36.858 -0.142
C -13.356 -14.639 37.747 -0.066
O -5.894 -12.310 30.605 -0.678
H -9.188 -3.257 35.561 0.344
Br -7.202 -8.976 30.189 -0.181
```

As for the multiplicity: 3. As for the expectation value of S²: 2.004. For the HOMO-LUMO gap (spin up / spin down), the calculation gives 7.881 / 7.781 eV. Its energy above the lowest of the compared OMol25 structures with the same formula, charge and spin is 74.8 kJ/mol. As for the HOMO energy (spin up / spin down): -0.2871 / -0.2838 Ha. For the LUMO energy (spin up / spin down), the calculation gives 0.07 / 0.06 eV. For the calculated total energy, the calculation gives -343157.0389 eV. As for the charge: 0.